1.
{
  "formula": "C17H32F9I2N5O7P3S3",
  "method": "ωB97M-V with the def2-TZVPD basis set",
  "total_charge": 1,
  "energy_ev": -140952.9089,
  "homo_ev": -11.82,
  "species": ["C", "C", "I", "C", "I", "C", "S", "O", "O", "C", "F", "F", "C", "F", "F", "C", "F", "F", "C", "F", "F", "F", "C", "O", "N", "C", "N", "P", "S", "N", "S", "C", "N", "P", "N", "H", "H", "H", "H", "H", "H", "H", "H", "H", "H", "H", "H", "H", "H", "H", "H", "H", "O", "P", "O", "C", "C", "O", "C", "C", "O", "C", "C", "H", "H", "H", "H", "H", "H", "H", "H", "H", "H", "H", "H", "H", "H", "H"],
  "positions_angstrom": [[-1.204184, -2.584184, -1.487241], [-0.586807, -1.233306, -1.144311], [-0.590648, -1.104427, 1.026396], [0.879545, -0.935777, -1.590562], [1.926966, -2.796169, -1.801579], [1.005246, 0.137623, -2.716112], [-0.049213, -0.378206, -4.137861], [0.162076, -1.773367, -4.408712], [-1.404513, -0.071355, -3.782666], [0.258077, 0.436848, -5.778593], [0.016234, 1.748952, -5.784453], [1.532694, 0.259358, -6.195387], [-0.633084, -0.247990, -6.888780], [-1.850242, -0.577814, -6.457810], [0.018124, -1.374636, -7.260487], [-0.767903, 0.650195, -8.152105], [0.371552, 1.278596, -8.464325], [-1.725357, 1.558559, -7.888829], [-1.244583, -0.159442, -9.420715], [-2.057667, 0.617853, -10.114828], [-1.907047, -1.252706, -9.102762], [-0.218396, -0.439423, -10.191486], [0.395023, 1.421508, -2.054990], [-0.179795, 2.275076, -3.005305], [1.371314, 2.195164, -1.248866], [2.584413, 1.586962, -0.946374], [2.992021, 1.689286, 0.302224], [4.390154, 0.928901, 1.083494], [3.876005, 0.252646, 2.787490], [3.267848, 0.848126, -1.858598], [4.846856, 1.547534, -2.219385], [2.472388, 0.533931, -3.137401], [2.442060, 1.634910, -4.020070], [3.556111, -0.755759, -4.069306], [4.571042, -0.068500, -5.038163], [-2.283827, -2.469590, -1.365030], [-0.932097, -3.375567, -0.793270], [-1.050190, -2.887042, -2.521178], [-1.301727, -0.474582, -1.429458], [1.366898, -0.517731, -0.714166], [-0.412083, 1.163238, -1.375146], [-0.653154, 2.985480, -2.552796], [1.512697, 3.114286, -1.658813], [2.409635, 2.247818, 0.919838], [5.304861, 1.981725, 1.177907], [4.802377, -0.009279, 0.141395], [4.607466, 2.804188, -1.807257], [2.998709, 1.530595, -4.861578], [2.403255, 2.564205, -3.643708], [2.651324, -1.609040, -4.704904], [4.201880, -1.426012, -3.031187], [4.417119, -0.377971, -5.992301], [-1.777626, -1.418592, 4.995347], [-1.961260, -0.451511, 6.109580], [-1.726752, -1.324260, 7.452899], [-0.458224, -1.949076, 7.671699], [0.697991, -0.966885, 7.700143], [-3.580277, -0.298625, 6.142868], [-4.369793, -0.479239, 4.964770], [-5.048836, -1.833793, 4.970795], [-1.650165, 1.001495, 6.641792], [-2.416055, 1.665454, 7.671115], [-2.114548, 1.212666, 9.082233], [-0.294070, -2.706956, 6.901896], [-0.536772, -2.462058, 8.629020], [0.868367, -0.527716, 6.712159], [1.614374, -1.469401, 8.009309], [0.500489, -0.148030, 8.389177], [-3.759690, -0.360016, 4.069498], [-5.115725, 0.317408, 4.958897], [-4.353380, -2.616113, 5.270765], [-5.446107, -2.076299, 3.984383], [-5.874585, -1.847140, 5.683182], [-3.479602, 1.608104, 7.456660], [-2.138233, 2.714687, 7.571141], [-2.612382, 0.275359, 9.322616], [-2.480854, 1.967166, 9.779451], [-1.045738, 1.079684, 9.238715]],
  "atomic_forces_ev_per_a": [[-0.82, 0.09, -0.01], [0.13, -0.66, 0.68], [-0.08, 0.17, 0.04], [-0.68, -0.25, -0.17], [0.18, 0.15, 0.08], [0.93, 0.69, 0.68], [-2.13, -1.40, 0.24], [1.22, 0.34, -0.09], [0.40, 0.82, 0.15], [0.40, 0.73, -1.02], [-0.22, -0.21, 0.44], [-0.08, -0.23, 0.37], [0.55, -0.60, -0.09], [0.11, 0.20, 0.07], [-0.10, 0.11, 0.05], [-0.83, -0.08, -0.16], [0.05, -0.05, 0.24], [0.22, 0.12, 0.12], [-0.13, 0.74, 0.04], [-0.38, 0.40, -0.27], [-0.07, -0.53, 0.23], [0.64, -0.54, -0.13], [-1.27, 0.63, -0.48], [0.83, 0.30, -0.10], [0.14, -0.50, -0.08], [-0.19, -0.44, 0.74], [0.71, 0.41, -0.83], [-0.36, -0.50, 1.57], [-0.05, 0.00, -0.10], [-0.39, 0.51, -0.43], [0.45, -0.51, 0.41], [0.15, 0.19, -0.19], [-0.45, -0.27, -0.24], [0.67, -0.12, -0.96], [-0.40, -0.02, 0.07], [0.00, 0.00, -0.02], [0.35, -0.03, -0.19], [0.22, 0.04, -0.01], [0.23, 0.18, -0.25], [0.21, 0.11, -0.16], [0.29, -0.39, 0.24], [-0.26, -0.20, -0.05], [-0.03, 0.06, 0.10], [-0.13, -0.13, 0.01], [0.08, 0.06, -0.67], [0.02, 0.26, -0.36], [-0.21, 0.08, -0.18], [0.44, 0.14, 0.23], [-0.13, 0.06, -0.11], [-0.19, -0.25, 0.45], [-0.25, 0.05, 0.27], [0.14, 0.25, -0.11], [2.37, 2.15, -0.83], [-4.71, -3.01, 2.20], [0.31, 0.65, -0.14], [0.22, -0.23, 0.01], [-0.07, 0.12, -0.13], [0.29, 0.41, 0.24], [-0.13, -0.24, -0.15], [-0.12, -0.08, 0.19], [1.70, -0.04, -1.50], [-0.16, 0.86, 0.39], [-0.09, -0.40, -0.01], [-0.05, 0.03, -0.03], [-0.12, 0.04, 0.01], [0.03, -0.05, 0.02], [-0.01, -0.04, -0.03], [0.04, -0.04, 0.07], [0.11, -0.05, 0.05], [0.04, 0.04, 0.09], [0.12, 0.04, -0.13], [-0.01, 0.04, -0.01], [0.00, 0.01, 0.00], [0.04, -0.28, -0.18], [0.16, -0.06, -0.14], [0.06, -0.05, -0.05], [0.03, 0.07, -0.06], [0.01, 0.13, 0.03]],
  "mulliken_charge": [-1.67, -0.22, 0.20, -1.30, 0.22, 0.15, 1.57, -0.62, -0.72, 0.48, -0.31, -0.26, 0.56, -0.26, -0.30, 0.64, -0.26, -0.29, 0.67, -0.26, -0.23, -0.24, -1.14, -0.52, -0.18, -0.35, -0.08, 0.21, -0.25, 0.70, -0.01, -0.95, 0.30, 0.20, -0.77, 0.48, 0.51, 0.35, 0.61, 0.91, 0.64, 0.47, 0.37, 0.36, 0.13, 0.13, 0.20, 0.34, 0.16, 0.14, 0.20, 0.30, -0.77, 1.05, -0.29, -0.30, -0.87, -0.38, -0.26, -1.13, -0.32, -0.15, -0.96, 0.27, 0.33, 0.28, 0.40, 0.11, 0.28, 0.35, 0.29, 0.35, 0.32, 0.26, 0.34, 0.27, 0.42, 0.15]
}

2.
{
  "formula": "C17H32N2O4",
  "method": "ωB97M-V with the def2-TZVPD basis set",
  "total_charge": 0,
  "energy_ev": -29308.1399,
  "relative_energy_kj_mol": 834.3,
  "homo_ev": -3.68,
  "species": ["O", "O", "C", "N", "C", "C", "C", "C", "C", "O", "C", "C", "H", "H", "H", "H", "H", "H", "H", "H", "H", "H", "H", "H", "H", "H", "C", "C", "C", "C", "C", "C", "N", "O", "C", "C", "C", "H", "H", "H", "H", "H", "H", "H", "H", "H", "H", "H", "H", "H", "H", "H", "H", "H", "H"],
  "positions_angstrom": [[1.722386, 0.985202, 1.184758], [1.247338, 2.064485, 0.370008], [0.519895, 1.508721, -0.683806], [1.346003, 1.349930, -1.869348], [2.601919, 1.709707, -2.012006], [3.056945, 1.495834, -3.414350], [4.553639, 1.270330, -3.640001], [5.094127, 2.054692, -4.798849], [5.438433, 3.460812, -4.631621], [6.444488, 2.448412, -4.705643], [2.077673, 0.399998, -3.887018], [0.816370, 0.663985, -3.055836], [2.676863, 0.979557, 1.011812], [-0.322425, 2.170420, -0.904925], [0.133082, 0.526194, -0.393465], [3.154200, 2.151073, -1.195540], [2.757355, 2.412654, -3.958076], [5.117193, 1.562589, -2.751002], [4.732084, 0.204771, -3.805589], [4.772383, 1.714460, -5.788876], [5.332394, 3.908981, -3.649600], [5.419426, 4.123310, -5.487877], [2.459483, -0.595217, -3.652878], [1.894603, 0.473016, -4.957973], [0.080510, 1.291139, -3.565290], [0.320650, -0.254358, -2.730937], [-0.923093, 0.215794, 3.296809], [-1.996211, -0.220345, 2.286272], [-1.386578, -1.254727, 1.328758], [-1.120795, -2.625213, 1.961106], [-2.108619, -2.951562, 3.091881], [-3.437517, -2.206240, 2.991833], [-3.171038, -0.764603, 2.998449], [-4.270130, -0.014005, 2.967705], [-4.270932, -2.511538, 4.237874], [-4.248424, -2.645434, 1.759765], [-2.422011, 0.999511, 1.474312], [-1.331966, 0.961672, 3.979247], [-0.083501, 0.655085, 2.755991], [-0.566025, -0.626950, 3.890763], [-2.053910, -1.360469, 0.470894], [-0.446835, -0.838664, 0.939885], [-1.174722, -3.389073, 1.181874], [-0.102024, -2.666349, 2.352672], [-2.314239, -4.024398, 3.113124], [-1.665191, -2.702329, 4.059496], [-3.762806, -2.131712, 5.125278], [-4.411257, -3.591148, 4.341044], [-5.241686, -2.026539, 4.166374], [-4.484705, -3.710711, 1.828062], [-3.714090, -2.476889, 0.825506], [-5.176434, -2.075647, 1.729236], [-1.540887, 1.399079, 0.962572], [-2.838719, 1.769771, 2.116467], [-3.182670, 0.732937, 0.740680]],
  "atomic_forces_ev_per_a": [[0.11, -0.07, -0.13], [-0.13, 0.00, -0.05], [0.10, -0.15, 0.18], [-0.05, -0.09, -0.15], [0.18, -0.11, 0.14], [-0.33, 0.20, -0.14], [-0.12, -0.27, 0.26], [-0.41, -0.19, -0.28], [0.21, 0.06, -0.04], [0.19, -0.05, -0.07], [-0.01, 0.13, -0.08], [0.02, -0.11, 0.13], [-0.03, 0.09, -0.04], [0.13, 0.09, 0.01], [-0.07, 0.05, -0.05], [-0.06, 0.13, -0.08], [0.15, 0.00, 0.04], [0.01, -0.01, -0.02], [0.09, 0.01, 0.11], [0.16, 0.11, 0.16], [-0.04, 0.11, -0.02], [-0.08, 0.10, 0.06], [0.12, 0.06, -0.03], [-0.06, -0.14, 0.04], [0.04, 0.05, 0.04], [-0.07, 0.03, -0.06], [-0.09, 0.03, -0.03], [-0.01, 0.00, 0.02], [-0.04, -0.01, -0.05], [-0.02, 0.00, 0.00], [0.05, 0.01, -0.02], [0.00, 0.01, 0.03], [0.01, 0.01, 0.00], [-0.03, 0.00, -0.04], [0.01, -0.08, 0.00], [0.00, -0.03, 0.00], [0.10, 0.00, -0.04], [-0.06, -0.04, -0.01], [0.08, 0.01, 0.14], [0.01, -0.01, -0.03], [-0.03, 0.01, 0.01], [0.00, -0.05, 0.05], [0.00, 0.00, 0.00], [0.00, 0.01, 0.01], [0.01, 0.00, 0.02], [0.01, 0.04, -0.01], [0.01, -0.01, 0.01], [-0.01, 0.01, 0.00], [0.01, 0.03, 0.00], [-0.03, 0.01, 0.00], [0.01, -0.03, -0.01], [0.02, 0.04, 0.00], [-0.03, 0.03, 0.02], [-0.01, 0.00, 0.01], [-0.02, -0.01, 0.01]],
  "nbo_charge": [-0.43, -0.27, 0.07, -0.31, 0.08, -0.27, -0.43, 0.06, -0.12, -0.48, -0.40, -0.23, 0.46, 0.21, 0.22, 0.23, 0.22, 0.23, 0.22, 0.19, 0.18, 0.19, 0.22, 0.23, 0.21, 0.22, -0.62, 0.10, -0.40, -0.41, -0.40, 0.11, -0.10, -0.64, -0.60, -0.63, -0.59, 0.22, 0.20, 0.20, 0.20, 0.18, 0.20, 0.20, 0.21, 0.21, 0.21, 0.19, 0.23, 0.20, 0.19, 0.24, 0.16, 0.24, 0.22]
}

3.
{
  "formula": "C17H32N3O11",
  "method": "ωB97M-V with the def2-TZVPD basis set",
  "total_charge": -1,
  "energy_ev": -45145.5131,
  "relative_energy_kj_mol": 0.0,
  "homo_ev": -7.04,
  "species": ["C", "C", "O", "O", "H", "H", "H", "C", "C", "O", "C", "O", "O", "H", "H", "H", "H", "C", "C", "O", "C", "O", "O", "H", "H", "H", "H", "C", "C", "O", "N", "C", "H", "H", "H", "H", "H", "H", "H", "C", "C", "O", "N", "C", "H", "H", "H", "H", "H", "H", "H", "C", "C", "O", "N", "C", "H", "H", "H", "H", "H", "H", "H"],
  "positions_angstrom": [[4.993882, 22.421379, 11.893089], [3.692796, 21.656269, 12.022742], [3.655194, 20.518538, 11.512904], [2.715015, 22.252278, 12.545712], [5.540419, 22.617797, 12.821973], [4.790303, 23.392480, 11.434633], [5.757560, 21.888310, 11.322707], [0.248601, 20.591310, 12.791476], [-0.559053, 21.721744, 13.439970], [-1.883292, 21.279284, 13.263704], [-1.959156, 20.159614, 12.530107], [-2.945090, 19.669608, 12.086974], [-0.724733, 19.607406, 12.435294], [0.989545, 20.215366, 13.500874], [0.876763, 20.753048, 11.929391], [-0.340783, 22.704351, 13.011478], [-0.325421, 21.848184, 14.495610], [4.180829, 22.943271, 7.728116], [4.921437, 21.774195, 8.383344], [6.219848, 21.837966, 7.795141], [6.253584, 22.716967, 6.807874], [7.176532, 22.952833, 6.087393], [5.063956, 23.347491, 6.674377], [3.997059, 23.770935, 8.411503], [3.269162, 22.680111, 7.191694], [4.434628, 20.805471, 8.281600], [4.920742, 21.926436, 9.462653], [1.205623, 23.960624, 9.555542], [0.975809, 22.652656, 8.842991], [0.582723, 22.624943, 7.680822], [1.134113, 21.528855, 9.571568], [1.031055, 20.201859, 9.017494], [0.980611, 24.811025, 8.919911], [2.203312, 24.086687, 9.983532], [0.560112, 24.010540, 10.438317], [1.527212, 21.575575, 10.502288], [1.996129, 19.772752, 8.746255], [0.335314, 20.177365, 8.181419], [0.505401, 19.617144, 9.781353], [4.234389, 17.599225, 9.524681], [5.707653, 17.734118, 9.908680], [6.577437, 17.075561, 9.347166], [5.952271, 18.619453, 10.883805], [7.226554, 18.696761, 11.564243], [3.987398, 16.622871, 9.108750], [4.049286, 18.247559, 8.663839], [3.603741, 17.807757, 10.385487], [5.171060, 19.149896, 11.247826], [8.001715, 18.220882, 10.966308], [7.205525, 18.062779, 12.457304], [7.471789, 19.734112, 11.772227], [2.148246, 23.062255, 15.996894], [3.160327, 24.134757, 15.770935], [3.738770, 24.616192, 16.742798], [3.434040, 24.363357, 14.475714], [4.349160, 25.407378, 13.995785], [1.622473, 23.143475, 16.942423], [2.580995, 22.070904, 15.845974], [1.391407, 23.116794, 15.209841], [3.096372, 23.674117, 13.794337], [3.839686, 26.028606, 13.270175], [5.245744, 24.864125, 13.688564], [4.684277, 25.932949, 14.891634]],
  "atomic_forces_ev_per_a": [[1.11, 0.36, 0.18], [-0.11, -0.12, -0.18], [-0.07, -0.49, -0.10], [-0.09, 0.34, 0.19], [-0.63, 0.07, 0.31], [0.10, 0.00, -0.01], [-0.34, -0.08, -0.31], [1.19, -0.51, 0.61], [1.24, 0.02, -0.31], [-1.24, 0.97, -0.11], [0.96, -0.71, 0.30], [-0.33, 0.14, 0.06], [-0.35, 0.16, -0.09], [-0.38, -0.44, 0.11], [-0.38, 0.68, -0.12], [-0.48, -0.16, -0.42], [-0.25, -0.40, 0.13], [-0.32, -0.31, -0.99], [-0.97, 0.44, 0.73], [0.17, -0.85, 0.85], [-0.24, 0.97, -1.10], [0.14, -0.32, 0.34], [0.32, 0.17, 0.35], [0.10, 0.05, -0.06], [-0.23, -0.13, 0.56], [0.29, -0.12, -0.65], [0.67, -0.01, -0.16], [-0.01, 0.28, 0.88], [-0.43, 0.05, -0.53], [0.27, 0.04, 0.08], [0.51, 0.22, 0.07], [-1.05, -0.28, 0.41], [-0.02, -0.16, -0.20], [0.11, -0.26, -0.22], [-0.12, -0.02, -0.11], [0.20, 0.36, -0.12], [-0.07, -0.05, 0.08], [0.31, 0.34, -0.25], [0.56, -0.38, -0.06], [0.30, 0.02, -0.34], [-0.21, -0.85, -0.79], [-0.07, 0.05, 0.24], [0.04, 0.18, 0.30], [-0.01, -0.67, -0.17], [0.42, -0.24, 0.38], [-0.18, 0.42, 0.37], [-0.26, 0.30, -0.25], [-0.15, 0.22, 0.08], [-0.07, 0.35, -0.39], [-0.08, 0.48, 0.32], [0.13, -0.05, 0.22], [-1.19, -0.57, -0.97], [0.84, -0.62, 0.93], [-0.05, 0.74, -0.50], [-0.24, 0.56, -0.51], [0.16, -1.60, 1.64], [0.39, 0.02, 0.21], [0.20, 0.06, 0.36], [-0.07, 0.05, 0.01], [-0.08, 0.18, 0.00], [0.38, 0.13, -0.23], [0.01, 0.55, -0.85], [-0.31, 0.45, -0.18]],
  "nbo_charge": [-0.75, 0.78, -0.79, -0.82, 0.22, 0.21, 0.21, -0.10, -0.10, -0.50, 0.98, -0.59, -0.50, 0.20, 0.21, 0.20, 0.19, -0.11, -0.11, -0.48, 0.97, -0.60, -0.49, 0.18, 0.22, 0.20, 0.21, -0.71, 0.67, -0.66, -0.63, -0.42, 0.23, 0.23, 0.23, 0.42, 0.19, 0.23, 0.21, -0.71, 0.67, -0.66, -0.63, -0.42, 0.23, 0.22, 0.23, 0.44, 0.23, 0.18, 0.20, -0.70, 0.66, -0.66, -0.64, -0.43, 0.23, 0.24, 0.21, 0.45, 0.20, 0.20, 0.23]
}

- What is the formula in the first record?
  C17H32F9I2N5O7P3S3